The following is a quantum chemistry calculation of C52H61BN6O2P2ReS3 as an isolated structure, from the Open Molecules 2025 dataset.

```
128
Properties=species:S:1:pos:R:3:forces:R:3
Re -0.634819 -0.949700 0.224266 -0.61 -1.52 1.62
S -2.533219 0.466800 -0.212634 1.55 -1.38 -0.12
S 1.851781 -1.040900 0.091766 -1.80 0.49 -0.28
S -0.452019 -0.380900 2.544566 -0.70 -0.96 -2.01
P -0.203319 -4.405100 -0.296134 -0.28 -3.62 -0.57
P -3.044219 -3.492200 0.054866 -1.94 -2.76 -0.03
O -2.512419 -2.098400 -0.151434 2.28 2.80 0.12
O 0.043281 -2.919400 -0.360334 -0.10 4.20 0.58
N 0.999581 1.549000 1.435766 -0.21 -0.67 1.15
N 1.296181 1.234700 -1.049034 0.67 -0.76 -0.43
N 1.888981 2.512400 1.382066 0.36 0.26 -0.81
N -0.273819 3.616900 -0.119034 0.85 -0.01 0.14
N 1.242781 2.082700 -2.041834 -0.95 0.36 0.54
N -0.743319 2.393100 -0.123234 -1.37 -0.19 -0.19
C 3.246181 1.165200 -2.910934 -0.33 0.06 0.39
C 0.663381 0.939400 2.586066 0.85 0.67 -0.10
C 1.888681 2.863900 -4.238034 -0.33 0.19 -0.23
C 2.344681 -6.869000 -2.320834 -0.07 -0.08 0.02
C -3.632719 -4.494800 4.461966 0.03 0.06 -0.07
C -7.156719 -3.645600 -1.934434 -0.10 -0.04 0.01
C 2.501181 2.937800 2.465966 -0.07 -0.06 0.47
C -1.428519 7.156900 -0.504334 -0.01 -0.32 -0.06
C -0.284119 -6.281400 1.773466 -0.03 0.18 -0.14
C 4.885681 3.590100 2.820166 -0.28 -0.15 -0.02
C -7.045619 -3.868600 -0.571234 -0.01 -0.10 0.08
C 4.341381 -0.811400 -1.774434 0.21 -0.16 0.07
C 0.068381 6.197900 1.230366 0.05 -0.25 -0.18
C 2.130981 2.029500 -3.011134 0.71 -0.36 -0.41
C 0.710781 6.091200 -1.200034 -0.02 -0.20 0.04
C 3.294881 0.229800 -1.899534 -0.35 0.09 0.17
C 0.813781 -5.187600 -1.579334 -0.41 0.53 0.76
C -3.174319 -3.921600 1.794366 0.08 0.21 -0.47
C 0.222881 -5.064300 1.322766 -0.18 0.29 -0.53
C 2.408881 -6.253900 -3.562134 0.08 -0.09 -0.06
C -3.517419 -5.218300 2.177466 0.01 0.15 -0.13
C 3.008481 3.900600 -4.375334 -0.06 -0.07 0.12
C 0.203481 -6.830400 2.944566 0.12 0.04 0.02
C -4.424219 2.881100 -0.589034 -0.29 -0.13 0.03
C -3.306219 -3.198800 4.080066 0.01 -0.11 0.09
C 1.214781 -4.401100 2.044966 -0.10 0.10 -0.11
C -5.798819 -3.877800 0.032566 -0.15 0.20 0.05
C -4.780619 -3.372000 -2.105334 -0.08 0.12 -0.13
C -3.072519 -2.911400 2.747166 0.09 -0.01 -0.15
C -1.958319 -4.737000 -0.768734 0.50 1.17 0.64
C -0.452019 6.018700 -0.204434 0.24 0.47 0.14
C 1.536681 -6.345600 -1.323534 0.14 0.08 0.02
C 1.695081 -5.089700 -3.810934 -0.23 0.09 0.05
C 0.842781 0.747000 5.093066 -0.11 -0.14 0.21
C 1.878981 1.927300 -5.460634 0.06 0.03 0.23
C 2.181681 2.376800 3.723266 -0.33 -0.25 -0.39
C -3.738419 -5.502500 3.510466 -0.01 0.02 0.05
C 2.203881 0.245100 -0.999034 0.26 0.55 -0.37
C 1.708281 -4.961000 3.208366 0.01 -0.07 0.04
C 3.504481 4.053100 2.321566 0.56 0.10 -0.21
C -2.467419 4.449200 -0.429234 0.33 -0.45 0.07
C -2.980419 3.170300 -0.444434 0.52 -0.24 0.05
C -4.673519 -3.619100 -0.739634 1.05 0.06 0.60
C -1.080019 4.646500 -0.266134 -0.73 0.21 -0.19
C -6.031519 -3.369900 -2.698634 0.24 -0.13 -0.02
C 3.075881 5.240800 3.189866 -0.35 0.01 -0.05
C 0.886481 -4.560200 -2.820534 0.08 0.12 -0.08
C 3.629781 4.454000 0.851566 -0.29 0.07 0.15
C 1.244881 1.368900 3.810066 0.00 0.14 -0.54
C -2.044819 2.115800 -0.278834 0.39 1.11 0.03
C 0.527081 3.555200 -4.138934 0.25 -0.03 0.08
C 1.213581 -6.184000 3.645766 -0.01 0.03 -0.05
B 0.256381 1.228900 0.091866 0.00 0.30 0.07
H -0.748219 6.230000 1.947766 -0.11 -0.01 0.10
H -1.905619 7.021700 -1.472734 -0.14 0.07 -0.10
H 0.376781 4.196400 -5.001934 0.02 0.04 -0.10
H 1.493381 -6.819200 -0.355834 0.03 -0.09 0.13
H 4.856681 3.303500 3.867366 0.08 -0.05 0.17
H 0.616381 7.133500 1.299466 0.09 0.06 0.05
H 3.011481 -6.687400 -4.348534 0.08 0.01 0.03
H 5.257681 2.754800 2.233366 0.09 -0.14 -0.06
H 2.925581 -7.755200 -2.117734 0.02 -0.11 -0.06
H 5.584981 4.415000 2.720066 0.08 0.06 0.01
H -0.882319 8.096100 -0.545034 0.06 0.03 0.03
H 1.753781 -4.599900 -4.771834 0.01 -0.05 -0.08
H 2.092981 5.615600 2.910666 0.04 0.06 0.01
H -4.977719 3.784600 -0.825034 -0.08 -0.01 -0.03
H 1.316881 6.969100 -0.994934 0.06 0.07 0.04
H 1.407681 1.162600 5.922566 0.00 -0.04 0.04
H 2.651281 4.693800 0.440866 0.04 0.10 -0.09
H 4.994981 -0.825500 -2.639934 0.04 -0.04 -0.05
H 2.672081 2.734600 4.615566 0.05 0.03 0.10
H 4.050681 3.639200 0.266866 0.08 -0.07 -0.11
H 3.878981 -1.789800 -1.651534 0.08 -0.15 -0.11
H -3.820819 -4.723300 5.500166 -0.02 0.02 0.08
H -0.217319 0.917000 5.277366 -0.10 0.04 0.09
H 1.173181 1.112400 -5.315634 -0.10 -0.12 -0.06
H -3.650719 -5.989300 1.433366 -0.01 -0.17 -0.07
H -1.040919 -6.800700 1.205666 -0.10 -0.13 -0.02
H 0.993681 -0.330400 5.062466 0.07 -0.13 0.09
H 4.949681 -0.636100 -0.887334 0.10 0.04 0.05
H 2.488681 -4.462100 3.765266 0.03 -0.01 0.01
H -0.275019 2.822100 -4.111934 -0.16 -0.07 -0.01
H 0.328781 -3.649500 -2.998534 -0.04 0.06 -0.11
H -4.597719 2.136600 -1.363234 -0.08 0.00 -0.16
H -0.187119 -7.769600 3.298866 -0.02 -0.16 0.05
H -2.179019 7.252500 0.276266 -0.19 0.05 0.02
H -3.899219 -3.177300 -2.702334 0.04 0.07 -0.08
H 0.341581 6.178800 -2.218934 -0.05 -0.01 -0.13
H 1.632481 -6.646000 4.526066 -0.02 -0.01 0.14
H -2.275319 -5.747300 -0.518234 0.02 -0.06 0.04
H -3.122819 5.299800 -0.527034 -0.10 0.07 -0.05
H -6.126019 -3.170800 -3.754434 -0.02 -0.05 -0.11
H 3.980081 3.432000 -4.497634 0.19 -0.05 -0.03
H -5.711619 -4.065400 1.092166 -0.04 0.02 0.08
H -3.257719 -2.413800 4.817766 0.03 0.07 0.11
H -2.828619 -1.902300 2.433066 -0.14 0.04 0.06
H 2.861781 1.513600 -5.661534 0.16 -0.11 -0.08
H 3.793181 6.047700 3.068266 0.07 0.05 0.02
H 3.042381 4.546500 -3.502334 0.03 0.17 0.09
H 2.824581 4.511500 -5.253334 -0.01 0.08 -0.10
H -4.815419 2.464600 0.339166 -0.11 0.02 0.10
H 1.604981 -3.459200 1.677066 0.09 -0.01 0.06
H -4.016819 -6.502800 3.802966 -0.02 -0.09 0.07
H 4.029781 1.201400 -3.650834 0.07 -0.02 -0.14
H 4.275181 5.321300 0.751566 0.10 0.06 0.05
H -7.926219 -4.030400 0.031266 -0.09 -0.13 -0.02
H -2.031519 -4.604300 -1.854934 0.02 -0.05 0.12
H 0.477481 4.157100 -3.237934 -0.11 0.16 0.05
H -8.123619 -3.712700 -2.412234 -0.07 0.16 0.01
H 0.724281 5.365000 1.479166 0.07 0.07 0.08
H 1.570881 2.487300 -6.338234 -0.01 0.08 -0.08
H 3.039381 4.979500 4.244866 0.08 0.00 0.13
H 1.331581 5.200100 -1.123334 0.14 0.04 -0.08
```
Forces are in eV/Å.

As for the charge: +4. Its molar mass is 1157.268 g/mol. As for the HOMO-LUMO gap (spin up / spin down): 0.1633 / 0.1399 hartree. The LUMO energy (spin up / spin down) is -13.15 / -13.78 eV. The calculation puts the total energy at -4476.353072 Eh. As for the multiplicity: 2.